Record 1
This record from the OMol25 dataset describes a cluster of 2 separate species, C5H4ClFO in total. The level of theory is the ωB97M-V functional and the def2-TZVPD basis.

Structure (XYZ):
```
12
Properties=species:S:1:pos:R:3:forces:R:3:mulliken_charge:R:1
C 0.78658 0.00547 0.25214 1.6962 1.0962 1.6955 0.80
C 2.11420 -0.47425 -0.09786 -3.2331 0.1806 0.0932 -1.24
C 3.19486 -0.74448 -0.47052 3.1296 -0.5338 -0.0511 0.45
C -0.47042 -0.52712 -0.44404 -0.5825 -0.1800 0.1681 -0.61
C 0.11560 0.83080 -0.82610 -3.9132 0.1425 -1.6659 0.13
H -0.80301 0.45559 1.84034 4.1195 0.2897 -0.2831 0.32
H 4.25353 -0.90317 -0.49682 -0.2879 -0.1445 -0.4409 0.43
H -0.46071 -1.30932 -1.14048 1.2161 -0.9801 -0.7642 0.35
H 0.09600 1.11979 -1.93189 1.7337 -0.9148 1.5016 0.37
O 0.97102 0.51562 1.61372 -6.1260 -1.1370 -1.8973 -0.60
F -0.81896 1.73759 -0.36220 0.3442 1.0463 1.0520 -0.24
Cl -2.23107 -0.80404 0.09396 1.9033 1.1350 0.5921 -0.15
```
Positions in Å, forces in eV/Å.

- relative energy (zero: lowest compared OMol25 entry of this formula, charge and spin) (kcal per mole) = 191.7
- orbital gap (eV) = 8.360
- HOMO (Ha) = -0.37744
- LUMO (eV) = -1.9


Record 2
This record from the OMol25 dataset describes a cluster of 2 separate species, C5H4F3N4S in total. The level of theory is the ωB97M-V functional and the def2-TZVPD basis.

Structure (XYZ):
```
17
Properties=species:S:1:pos:R:3:forces:R:3:mulliken_charge:R:1
C -2.03375 -1.23392 0.30563 0.1657 0.8645 -1.5844 0.36
C 1.55868 -0.89277 0.36241 1.4510 1.2037 0.2825 -0.65
C 1.41253 -0.50021 -1.08570 -0.7617 -1.6689 -2.3659 -0.43
C 1.01195 0.36325 -0.05491 -0.7630 1.3760 0.7835 0.26
C 0.89948 1.76236 0.31313 -0.5006 0.3499 0.2241 0.98
N -2.19213 0.81628 -0.33589 0.7475 -0.6927 -1.5649 -0.32
N -3.28941 -0.79358 0.64049 0.8934 -0.1795 -0.0546 -0.35
N -3.33274 0.43091 0.20221 -1.2567 0.2909 1.1150 -0.43
N -1.38691 -0.21028 -0.44550 -1.0513 -0.1999 1.8322 0.12
F -0.14478 1.98340 1.16236 1.0354 -0.0011 0.1616 -0.24
F 2.03266 2.31849 0.90154 -0.5419 -0.5509 0.1052 -0.31
F 0.66932 2.54221 -0.74478 0.0078 0.1953 -0.5436 -0.27
S -1.34890 -2.74138 0.49046 -0.2556 -0.2646 0.1856 -0.36
H 0.96265 -1.65864 0.71966 -1.4132 -1.4069 0.5579 -0.04
H 2.46987 -0.79954 0.90754 1.0099 -0.1024 0.0747 0.24
H 2.19319 -0.32072 -1.83582 0.0376 0.0098 0.6364 0.25
H 0.51829 -1.06586 -1.50281 1.1959 0.7768 0.1547 0.19
```
Positions in Å, forces in eV/Å.

- relative energy (zero: lowest compared OMol25 entry of this formula, charge and spin) (kcal per mole) = 0.0
- charge = -1
- orbital gap (alpha / beta) (eV) = 6.362 / 7.919
- HOMO (alpha / beta) (Ha) = -0.16535 / -0.16792
- LUMO (alpha / beta) (eV) = 1.9 / 3.3


Record 3
This record from the OMol25 dataset describes a structure of composition C5H4FeO7. The level of theory is the ωB97M-V functional and the def2-TZVPD basis.

Structure (XYZ):
```
17
Properties=species:S:1:pos:R:3:forces:R:3:lowdin_spin:R:1
O 1.54544 0.56579 -0.21806 0.2020 -0.2656 0.5297 0.09
C 1.23531 0.28605 -1.41979 -1.6050 1.5793 -1.4124 0.01
O 1.74512 0.81640 -2.39939 -0.3180 -1.0382 0.3306 0.02
O 1.95421 -1.47518 1.99581 0.0876 -0.3118 1.0220 0.26
O 3.84650 -2.70779 1.86426 -0.7624 0.4609 -0.2681 0.25
C 2.91133 -2.07587 1.42535 1.2366 -0.7541 -0.0655 0.54
Fe 0.86262 -0.05237 1.46215 -0.3149 -0.0662 -0.6140 3.67
O -0.92779 0.22321 1.66443 -0.4276 0.2561 0.3277 0.13
C -1.93639 0.77017 0.90650 -0.4107 0.1296 -0.2296 0.02
C -1.56707 1.02427 -0.54783 0.4690 0.1183 -0.2533 0.00
O -1.30654 -0.21476 -1.23302 -0.8668 0.4978 0.4021 0.00
C -0.12585 -0.58940 -1.68706 2.5036 -0.8524 -0.3125 0.00
H -2.83764 0.12224 0.91049 0.2971 0.0701 0.0372 0.00
H -2.27480 1.75372 1.29625 0.1360 -0.1809 0.0257 0.00
H -0.69234 1.68470 -0.63288 -0.1590 -0.1369 0.1010 0.00
H -2.40183 1.49410 -1.08333 0.0907 -0.1036 0.1409 0.00
O -0.03027 -1.62529 -2.30387 -0.1583 0.5976 0.2386 0.00
```
Positions in Å, forces in eV/Å.

- relative energy (zero: lowest compared OMol25 entry of this formula, charge and spin) (kcal per mole) = 0.0
- charge = -1
- orbital gap (alpha / beta) (eV) = 7.089 / 8.789
- multiplicity = 6
- HOMO (alpha / beta) (Ha) = -0.14694 / -0.21279
- LUMO (alpha / beta) (eV) = 3.1 / 3.0


Record 4
This record from the OMol25 dataset describes a structure of composition C5H4GdNO5. The level of theory is the ωB97M-V functional and the def2-TZVPD basis.

Structure (XYZ):
```
16
Properties=species:S:1:pos:R:3:forces:R:3:lowdin_spin:R:1
O -1.75853 -2.98535 -0.20420 3.9807 5.0570 0.1091 0.00
C -1.03839 -2.06444 -0.17903 -5.3801 -8.1335 -0.5102 -0.01
Gd 0.02089 -0.00055 0.02670 -1.1883 1.5856 -0.1161 6.82
O 2.51746 -1.75411 1.86957 -4.1365 2.9472 -3.8168 0.00
C 1.76601 -1.23055 1.13890 6.1229 -4.4698 4.5090 -0.02
C 1.59748 1.67072 -0.25103 4.7842 6.1866 -0.7233 -0.01
O 2.22646 2.63017 -0.30613 -2.3733 -3.7167 0.1983 0.00
C -1.25637 0.88393 -1.68609 0.4288 -0.9564 0.0719 0.13
O -0.91770 1.98454 -2.03416 -1.3442 -1.1974 0.0953 0.07
C 1.17704 -0.86548 -2.03454 2.1662 -1.7339 -4.3168 0.00
O 1.62220 -1.22314 -3.02918 -1.5422 1.2525 3.3402 0.01
H -2.15605 0.12848 -1.69290 -0.0920 2.1496 -1.2499 0.02
N -0.90213 0.67210 2.00747 0.2196 -0.3229 -0.0779 -0.01
H -0.05643 0.89288 2.55620 -1.3180 0.1269 0.3675 0.00
H -1.42750 -0.18315 2.24465 -0.0031 1.1812 0.7729 0.00
H -1.41445 1.44395 1.57375 -0.3246 0.0439 1.3468 0.00
```
Positions in Å, forces in eV/Å.

- relative energy (zero: lowest compared OMol25 entry of this formula, charge and spin) (kcal per mole) = 39.2
- charge = +2
- orbital gap (alpha / beta) (eV) = 5.741 / 5.762
- multiplicity = 8
- HOMO (alpha / beta) (Ha) = -0.59014 / -0.58394
- LUMO (alpha / beta) (eV) = -10.3 / -10.1


Record 5
This record from the OMol25 dataset describes a structure of composition C5H4GdO4. The level of theory is the ωB97M-V functional and the def2-TZVPD basis.

Structure (XYZ):
```
14
Properties=species:S:1:pos:R:3:forces:R:3:lowdin_spin:R:1
C -0.95765 2.51340 -2.73134 0.3057 -0.5504 0.9409 -0.04
C -0.07471 2.32291 -3.57743 -0.1394 -0.2656 -0.0022 0.00
H 0.61746 2.10499 -4.38177 0.0743 0.1956 0.0133 0.00
H 0.08044 1.74827 -2.41395 -0.3502 0.4900 -0.6482 0.00
O -0.53393 0.14432 2.25786 -1.0799 0.8643 -1.3804 0.36
C -0.53693 0.20173 1.00821 1.3072 -3.1080 2.7123 -0.01
O -1.54753 0.31774 0.26710 -0.9734 3.0489 -1.0735 0.08
O 0.59651 -0.29551 0.42835 1.2002 -0.5273 0.1386 0.01
Gd -2.54597 2.35929 -0.74872 0.6352 -1.2623 0.1863 6.61
C 0.67205 -2.10024 1.99379 1.4259 -0.8252 -0.4053 0.00
C 1.29874 -1.30675 1.16579 -2.0974 0.6211 -1.3144 0.00
O 0.32181 -3.15961 2.50552 -0.3421 1.1529 0.0113 0.00
H 2.24499 -1.66400 0.73817 -0.0396 0.4307 0.3621 0.00
H 0.36472 -3.18653 3.48843 0.0736 -0.2645 0.4591 0.00
```
Positions in Å, forces in eV/Å.

- relative energy (zero: lowest compared OMol25 entry of this formula, charge and spin) (kcal per mole) = 34.3
- charge = +3
- orbital gap (alpha / beta) (eV) = 8.225 / 4.296
- multiplicity = 8
- HOMO (alpha / beta) (Ha) = -0.79010 / -0.75944
- LUMO (alpha / beta) (eV) = -13.3 / -16.4


Record 6
This record from the OMol25 dataset describes a cluster of 2 separate species, C5H4INO2S in total. The level of theory is the ωB97M-V functional and the def2-TZVPD basis.

Structure (XYZ):
```
14
Properties=species:S:1:pos:R:3:forces:R:3:mulliken_charge:R:1
C -1.10053 0.53754 -0.22898 2.7313 1.4048 1.4190 0.63
C -0.64016 1.91046 -0.02413 0.7998 -1.6937 -0.6786 0.30
C -2.45149 0.86172 0.06014 -4.4974 0.0853 0.6106 0.20
C -2.04187 2.35291 0.24124 -1.0389 -0.1484 -0.0894 0.54
C -0.35493 -0.69156 -0.50715 -1.7904 -2.5380 -0.4606 -1.11
N 0.51111 2.58546 -0.09073 -0.8298 -0.0648 -0.1348 -0.54
O -3.57470 0.32202 0.14237 3.2059 0.7594 -0.3424 -0.62
O -2.65182 3.36010 0.39089 0.3324 0.2671 0.2042 -0.52
S 1.76302 2.04668 -1.01186 -0.8668 -1.1270 0.1132 -0.08
I 5.11086 0.16354 0.11331 -0.1353 0.0639 -0.0309 0.01
H -0.17300 -0.54088 -1.56015 0.7020 -0.5581 -0.6870 0.37
H -1.09835 -1.60015 -0.46474 1.3757 1.6717 0.0091 0.30
H 0.57512 -1.02167 0.01176 -0.6997 0.9991 -0.1487 0.30
H 2.50870 3.09537 -0.81360 0.7112 0.8788 0.2164 0.20
```
Positions in Å, forces in eV/Å.

- relative energy (zero: lowest compared OMol25 entry of this formula, charge and spin) (kcal per mole) = 0.0
- orbital gap (alpha / beta) (eV) = 6.470 / 5.537
- HOMO (alpha / beta) (Ha) = -0.34130 / -0.33870
- LUMO (alpha / beta) (eV) = -2.8 / -3.7


Record 7
This record from the OMol25 dataset describes a structure of composition C5H4LaO4. The level of theory is the ωB97M-V functional and the def2-TZVPD basis.

Structure (XYZ):
```
14
Properties=species:S:1:pos:R:3:forces:R:3:lowdin_spin:R:1
C -0.84766 1.94808 -0.41361 -0.5053 -0.4926 -2.4747 1.31
C -0.62172 2.30612 0.72385 0.7795 0.8485 2.2042 0.46
H -0.34137 2.60680 1.72234 -0.0322 0.1996 -0.0287 0.01
H -1.07863 -0.44188 1.07351 -0.0832 -0.6322 0.0755 0.00
O -2.64224 -0.72389 2.67528 -0.0019 0.2465 -0.8121 0.00
C -1.94677 -1.74207 2.16932 -1.0406 0.0022 0.3577 0.00
O -2.13879 -2.89316 2.53891 0.5632 -1.3928 -0.2069 0.00
O -1.11978 -1.41025 1.25581 0.7454 0.5429 -0.4454 0.00
La -1.24368 -5.42826 2.13074 -0.1777 0.3756 0.0773 -0.78
C -3.91319 -0.06728 4.39031 -0.7965 -0.3731 0.9842 0.00
C -3.72876 -0.97979 3.48309 1.3679 -0.1304 1.3841 0.00
O -4.05337 0.58604 5.40297 0.3442 0.0533 -0.8621 0.00
H -4.05590 -2.00249 3.70841 -0.6073 0.3943 -0.5947 0.00
H -4.62730 1.38725 5.33749 -0.5554 0.3581 0.3415 0.00
```
Positions in Å, forces in eV/Å.

- charge = +4
- orbital gap (alpha / beta) (eV) = 9.796 / 1.827
- multiplicity = 2
- HOMO (alpha / beta) (Ha) = -0.91383 / -0.76155
- LUMO (alpha / beta) (eV) = -15.1 / -18.9


Record 8
This record from the OMol25 dataset describes a structure of composition C5H4N. The level of theory is the ωB97M-V functional and the def2-TZVPD basis.

Structure (XYZ):
```
10
Properties=species:S:1:pos:R:3:forces:R:3:mulliken_charge:R:1
C -0.00850 -1.13998 -0.03891 -4.4419 1.4427 0.5533 0.12
C -1.21500 -0.68935 -0.04821 2.2997 -1.6828 0.6397 0.09
C 1.04400 0.53528 -0.10510 1.8768 0.9207 1.1333 0.26
C 1.41028 -0.85584 0.06409 -0.2099 -0.6187 0.6636 -0.10
C -1.82024 0.50120 0.07243 0.5997 0.2085 -1.3954 -0.25
N 0.60957 1.58420 -0.10056 0.0422 1.5340 -0.3520 -0.35
H 1.99197 -1.18753 0.94931 -0.6836 0.4563 -0.3288 0.31
H 1.93842 -1.04289 -0.81779 0.9935 -1.0096 -1.5763 0.22
H -1.71028 1.14799 -0.79860 -0.0942 -0.3239 -0.5252 0.34
H -2.24022 1.14691 0.82334 -0.3824 -0.9273 1.1878 0.36
```
Positions in Å, forces in eV/Å.

- relative energy (zero: lowest compared OMol25 entry of this formula, charge and spin) (kcal per mole) = 56.4
- charge = +1
- orbital gap (eV) = 8.379
- HOMO (Ha) = -0.60073
- LUMO (eV) = -8.0


Record 9
This record from the OMol25 dataset describes the ion C5H4N with charge +1. The level of theory is the ωB97M-V functional and the def2-TZVPD basis.

Structure (XYZ):
```
10
Properties=species:S:1:pos:R:3:forces:R:3:mulliken_charge:R:1
C -3.00458 -0.58646 -0.12788 -0.9576 -2.1494 0.2778 0.05
C -1.91785 -0.05733 -0.18629 -0.5079 0.3105 0.1378 -0.26
C -0.69114 0.50634 0.01507 2.4845 2.3486 1.9675 0.68
C 0.69305 0.58645 0.06328 -2.3887 0.9385 -0.5037 0.24
C 1.98128 0.00644 -0.15242 0.2088 -1.8553 0.7902 -0.73
N 0.02476 1.55439 0.72716 -1.1277 -3.1944 -2.5049 -0.26
H -3.84283 -1.37124 -0.04539 1.4543 2.0032 -0.3350 0.37
H 2.76632 0.68407 -0.50462 -0.1038 -0.0564 0.7896 0.33
H 2.01201 -0.96226 -0.72378 -0.5031 1.2223 0.2249 0.32
H 1.97897 -0.36042 0.93487 1.4411 0.4324 -0.8441 0.27
```
Positions in Å, forces in eV/Å.

- relative energy (zero: lowest compared OMol25 entry of this formula, charge and spin) (kcal per mole) = 28.2
- charge = +1
- orbital gap (eV) = 9.372
- HOMO (Ha) = -0.58511
- LUMO (eV) = -6.5
- SMILES string = C#CC1=[N+]=C1C


Record 10
This record from the OMol25 dataset describes the ion C5H4N with charge +1. The level of theory is the ωB97M-V functional and the def2-TZVPD basis.

Structure (XYZ):
```
10
Properties=species:S:1:pos:R:3:forces:R:3:mulliken_charge:R:1
C 1.06551 -0.19237 0.85656 -0.7523 -1.7816 -1.5660 0.31
C 1.59818 0.63780 1.64727 0.8272 0.9392 1.5273 -0.24
C -2.33338 0.34565 0.32390 3.6903 -1.9004 -0.9650 0.02
C -1.29013 -0.21187 0.07969 1.1359 -0.3000 0.0337 -0.42
C 1.12068 0.13626 -0.61567 1.3951 2.2513 -0.4815 -0.30
N 0.09750 -0.70410 -0.08118 -3.0281 -1.1726 0.4366 0.10
H -3.19556 0.87817 0.25633 -2.2174 1.1184 0.3009 0.47
H 0.80499 1.17961 -0.75586 0.2868 -0.6831 -0.7572 0.31
H 1.87546 -0.39123 -1.22474 -0.5222 0.5507 0.2173 0.29
H 0.25674 -1.67792 -0.48630 -0.8154 0.9781 1.2540 0.45
```
Positions in Å, forces in eV/Å.

- relative energy (zero: lowest compared OMol25 entry of this formula, charge and spin) (kcal per mole) = 126.1
- charge = +1
- orbital gap (eV) = 10.098
- HOMO (Ha) = -0.59314
- LUMO (eV) = -6.0


Record 11
This record from the OMol25 dataset describes the ion C5H4N with charge +1. The level of theory is the ωB97M-V functional and the def2-TZVPD basis.

Structure (XYZ):
```
10
Properties=species:S:1:pos:R:3:forces:R:3:lowdin_spin:R:1
C 0.15519 -0.18370 1.93189 1.5038 0.7715 1.0877 0.59
C 1.20045 0.93366 1.63328 2.2832 1.6886 -0.4918 0.11
C -0.70985 -0.19157 0.97019 -5.9387 -3.1669 0.4639 0.82
C -0.96386 -0.29330 -0.40880 1.3427 3.7634 -1.1793 0.12
C 0.55054 0.01481 -0.77863 -2.8861 1.1690 -0.3015 0.06
N 0.86357 0.45879 0.51860 3.3478 1.3809 3.2186 0.25
H -1.38492 -1.19538 -0.57833 -1.1245 -3.0152 -1.3658 0.02
H -1.51933 0.51520 -0.86105 -0.7855 0.1541 -0.0019 0.02
H 1.07926 -0.82524 -0.90944 2.1026 -3.2215 -1.0400 0.01
H 0.72894 0.76674 -1.51771 0.1547 0.4761 -0.3899 0.00
```
Positions in Å, forces in eV/Å.

- relative energy (zero: lowest compared OMol25 entry of this formula, charge and spin) (kcal per mole) = 160.0
- charge = +1
- orbital gap (alpha / beta) (eV) = 7.211 / 6.777
- multiplicity = 3
- HOMO (alpha / beta) (Ha) = -0.49647 / -0.57421
- LUMO (alpha / beta) (eV) = -6.3 / -8.8


Record 12
This record from the OMol25 dataset describes an isolated molecule of C5H4N2. The level of theory is the ωB97M-V functional and the def2-TZVPD basis.

Structure (XYZ):
```
11
Properties=species:S:1:pos:R:3:forces:R:3:mulliken_charge:R:1
C -1.05738 -1.23491 -1.35532 0.2465 -0.4131 -0.2421 0.48
C 1.16633 -0.40408 -0.66952 0.2380 -0.4644 1.2532 0.51
C -0.33717 0.69132 1.00300 -0.1462 0.2664 0.1149 -0.70
C -0.04532 -0.28652 -1.16240 1.4825 -1.8899 -2.2955 -0.63
C 0.92675 0.39101 1.29097 0.5637 1.2818 1.9555 0.02
N -1.95954 -1.82121 -1.73676 -0.8922 -0.7825 0.0552 -0.40
N 1.82820 -0.22026 0.35541 0.4396 -0.4744 -1.4175 -0.57
H -0.89118 1.10107 1.77454 -1.0121 0.9057 1.5236 0.32
H -0.92590 0.58612 0.04014 0.8687 0.4156 2.1711 0.23
H -0.19763 0.50303 -1.81381 -0.1541 1.9356 -1.1835 0.42
H 1.49285 0.69443 2.27375 -1.6343 -0.7809 -1.9348 0.32
```
Positions in Å, forces in eV/Å.

- relative energy (zero: lowest compared OMol25 entry of this formula, charge and spin) (kcal per mole) = 103.7
- orbital gap (eV) = 9.570
- HOMO (Ha) = -0.35927
- LUMO (eV) = -0.2
- SMILES string = C=CN=C=CC#N